Model i:
7
Properties=species:S:1:pos:R:3:lowdin_charge:R:1 method="wB97M-V/def2-TZVPD" e_lumo_ev="0.0 / 0.0" orbital_gap_ev="9.501 / 9.500" molar_mass_g_mol=70.1
O 0.71 0.44 0.12 -0.280
C -0.14 1.38 0.24 0.071
N -2.12 -0.62 -0.63 0.053
N -1.40 -1.45 -0.47 0.030
C 1.16 -0.70 -0.31 0.054
H 0.47 2.31 0.31 0.038
H 1.45 -1.24 0.62 0.035

Model ii:
7
Properties=species:S:1:pos:R:3:lowdin_charge:R:1 method="wB97M-V/def2-TZVPD" smiles="N#CC(N)=O" e_lumo_ev=-0.4 orbital_gap_ev=10.648 molar_mass_g_mol=70.1
C -1.18 -0.84 0.34 -0.113
C -0.34 0.12 -0.44 -0.407
N -1.87 -1.48 0.99 0.175
N 0.97 0.59 0.28 0.087
O -0.52 0.58 -1.54 0.083
H 1.46 -0.01 0.93 0.062
H 1.47 1.04 -0.55 0.114

Short version: model i is the least stable of them.

Model i:
6
Properties=species:S:1:pos:R:3:lowdin_charge:R:1 method="wB97M-V/def2-TZVPD" e_lumo_ev="-1.4 / -1.0" orbital_gap_ev="9.545 / 8.161" molar_mass_g_mol=144.0
N 0.08 -0.20 -0.63 0.024
O 2.98 2.16 0.48 -0.602
S 2.60 1.16 -0.43 0.471
Br 3.83 -0.65 0.07 0.187
H -0.50 -0.30 0.21 -0.019
H 0.70 -1.01 -0.55 -0.061

Model ii:
6
Properties=species:S:1:pos:R:3:lowdin_charge:R:1 method="wB97M-V/def2-TZVPD" e_lumo_ev="-3.3 / -3.0" orbital_gap_ev="7.089 / 7.345" molar_mass_g_mol=144.0
N 0.86 -0.86 0.50 -0.386
O 0.09 2.61 -0.14 -0.321
S -0.02 0.08 -0.32 0.509
Br -2.23 -0.30 -0.03 0.240
H 1.43 -0.79 1.32 0.012
H -0.13 -0.74 -1.34 -0.054

Short version: model ii is the least stable of them.

Model i:
11
Properties=species:S:1:pos:R:3:lowdin_charge:R:1 method="wB97M-V/def2-TZVPD" e_lumo_ev=1.2 orbital_gap_ev=9.634 molar_mass_g_mol=70.1
C 1.13 -0.20 -0.03 -0.026
C -0.19 0.97 0.45 -0.181
C -1.02 0.25 -0.58 -0.062
C -0.24 -0.79 0.24 -0.323
O -0.48 0.02 1.46 -0.068
H 1.54 -0.25 -1.05 0.094
H 1.90 -0.37 0.74 0.099
H 0.68 1.58 0.43 0.115
H -2.09 0.26 -0.39 0.112
H -0.77 0.39 -1.63 0.111
H -0.46 -1.85 0.35 0.130

Model ii:
11
Properties=species:S:1:pos:R:3:lowdin_charge:R:1 method="wB97M-V/def2-TZVPD" smiles=C#CCOC e_lumo_ev=0.9 orbital_gap_ev=10.445 molar_mass_g_mol=70.1
C 0.03 -0.57 -1.26 -0.116
O -0.61 -0.69 0.00 -0.219
C 0.16 -0.47 1.17 -0.252
C 0.15 1.00 1.35 -0.080
C -0.31 1.84 0.62 0.121
H 1.10 -0.35 -1.19 0.093
H -0.44 0.19 -1.90 0.085
H -0.12 -1.54 -1.74 0.084
H -0.37 -1.00 1.97 0.121
H 1.18 -0.87 1.08 0.119
H -0.77 2.46 -0.10 0.045

Short version: model i is the least stable of them.

Model i:
11
Properties=species:S:1:pos:R:3:lowdin_charge:R:1 method="wB97M-V/def2-TZVPD" smiles="C=C/C=C/O" e_lumo_ev=0.9 orbital_gap_ev=9.178 molar_mass_g_mol=70.1
C 1.96 -0.25 -0.60 -0.012
C 0.68 0.11 -0.90 -0.181
C -0.25 0.48 0.22 -0.138
C -1.58 0.21 0.32 -0.188
O -2.42 -0.13 1.39 -0.002
H 2.65 -0.99 -1.16 0.083
H 2.53 0.42 0.04 0.046
H 0.05 -0.39 -1.59 0.071
H 0.25 1.18 1.01 0.136
H -1.95 0.06 -0.69 0.104
H -1.91 -0.70 1.95 0.081

Model ii:
11
Properties=species:S:1:pos:R:3:lowdin_charge:R:1 method="wB97M-V/def2-TZVPD" e_lumo_ev=-0.1 orbital_gap_ev=10.109 molar_mass_g_mol=70.1
C -0.20 -1.40 0.35 -0.116
O -1.10 -0.33 0.27 -0.168
C -0.60 0.76 -0.44 -0.239
C 0.79 1.18 0.02 -0.242
C 1.73 0.53 0.64 0.163
H -0.68 -2.20 0.92 0.102
H 0.10 -1.77 -0.65 0.106
H -1.31 1.58 -0.29 0.125
H -0.56 0.55 -1.52 0.127
H 1.12 2.20 -0.20 0.106
H 0.72 -1.09 0.89 0.035

Model iii:
11
Properties=species:S:1:pos:R:3:lowdin_charge:R:1 method="wB97M-V/def2-TZVPD" e_lumo_ev=1.0 orbital_gap_ev=9.396 molar_mass_g_mol=70.1
C -1.16 -0.65 0.56 -0.080
C 0.01 0.27 0.46 -0.240
C 1.39 -0.05 -0.08 -0.108
O 1.14 0.91 -1.17 -0.039
C -0.06 1.15 -0.54 -0.139
H -2.08 -0.10 0.80 0.079
H -1.32 -1.08 -0.44 0.084
H -1.00 -1.47 1.26 0.065
H 1.55 -1.09 -0.39 0.126
H 2.28 0.32 0.43 0.118
H -0.86 1.76 -0.94 0.133

Model iv:
11
Properties=species:S:1:pos:R:3:lowdin_charge:R:1 method="wB97M-V/def2-TZVPD" e_lumo_ev="0.3 / 0.2" orbital_gap_ev="8.801 / 8.833" molar_mass_g_mol=70.1
C 0.34 0.81 -0.01 0.058
C -0.50 -0.16 -0.15 -0.287
C 2.82 -0.20 0.07 -0.050
C -2.00 0.00 -0.04 -0.111
O 4.01 -0.07 -0.02 0.015
H -0.16 -1.17 -0.32 0.085
H 2.33 -1.15 0.33 0.051
H 0.30 1.86 0.16 0.029
H -2.28 1.05 -0.08 0.071
H -2.33 -0.42 0.91 0.072
H -2.51 -0.54 -0.84 0.067

Short version: model iv is the least stable of them.